[1]
This record from OMol25 describes C3H5AlO3 as an isolated structure in a non-equilibrium geometry. The level of theory is wB97M-V/def2-TZVPD.

Geometry as XYZ:
```
12
Properties=species:S:1:pos:R:3
H 1.003 -1.937 -0.429
O -1.012 -0.888 0.229
C 0.291 -0.803 -0.271
C -1.348 0.335 0.876
O 1.262 -1.185 0.663
O 0.522 0.650 -0.423
C -0.648 1.358 -0.002
H -0.964 0.355 1.909
H -2.438 0.439 0.889
H -0.353 2.270 0.529
H -1.250 1.620 -0.883
Al 2.023 0.479 0.696
```

Properties
**Highest occupied orbital energy (alpha / beta)**: -14.00 / -14.14 eV
**Multiplicity**: 2
**Charge**: +1
**Energy above the lowest of the compared OMol25 structures with the same formula, charge and spin**: 1.723 eV

=====

[2]
This record from OMol25 describes a 2-piece molecular cluster, C3H5B overall in a non-equilibrium geometry. The level of theory is wB97M-V/def2-TZVPD.

Geometry as XYZ:
```
9
Properties=species:S:1:pos:R:3
B -0.005 -1.172 0.372
C 1.194 -0.265 -0.130
C -1.145 -0.115 -0.093
C 0.091 0.658 0.079
H 2.108 -0.181 0.429
H 1.470 -0.385 -1.184
H -1.404 -0.504 -1.132
H -2.148 0.354 0.373
H -0.162 1.610 1.285
```

Properties
**Highest occupied orbital energy**: -7.62 eV
**Charge**: 0
**Energy above the lowest of the compared OMol25 structures with the same formula, charge and spin**: 3.834 eV

=====

[3]
This record from OMol25 describes one molecule with the formula C3H5B in a non-equilibrium geometry. The level of theory is wB97M-V/def2-TZVPD.

Geometry as XYZ:
```
9
Properties=species:S:1:pos:R:3
B 2.752 0.206 -0.163
C -1.340 0.420 -0.232
C 1.103 -0.204 0.025
C -0.479 -0.540 -0.258
H -2.433 0.359 -0.378
H -1.169 1.451 -0.203
H 1.276 -0.859 0.804
H 0.874 0.739 0.670
H -0.583 -1.572 -0.266
```

Properties
**Highest occupied orbital energy**: -8.76 eV
**Charge**: 0
**Energy above the lowest of the compared OMol25 structures with the same formula, charge and spin**: 3.601 eV

=====

[4]
This record from OMol25 describes C3H5B3ClIO7S as an isolated structure in a non-equilibrium geometry. The level of theory is wB97M-V/def2-TZVPD.

Geometry as XYZ:
```
21
Properties=species:S:1:pos:R:3
C -0.277 -1.175 -0.154
C -0.015 -1.414 -1.445
C -0.186 -0.411 -2.579
B 0.175 0.980 -2.003
O -0.791 1.897 -1.570
B -0.399 2.715 -0.534
Cl -1.477 3.116 0.766
O 0.906 3.199 -0.566
B 1.759 2.131 -0.791
I 3.231 1.594 0.629
O 1.523 1.379 -1.913
H -1.134 -0.609 0.219
H 0.321 -1.578 0.670
H 0.317 -2.408 -1.742
H 0.531 -0.667 -3.366
H -1.181 -0.431 -3.046
O -0.522 -3.105 3.863
S -0.664 -1.669 3.499
O 0.547 -1.222 2.725
O -0.802 -0.839 4.725
O -1.861 -1.483 2.615
```

Properties
**Highest occupied orbital energy**: 0.29 eV
**Charge**: -2

=====

[5]
This record from OMol25 describes C3H5BiO3 as an isolated structure in a non-equilibrium geometry. The level of theory is wB97M-V/def2-TZVPD.

Geometry as XYZ:
```
12
Properties=species:S:1:pos:R:3
H 2.181 0.449 -0.155
O -0.055 1.696 0.175
C 0.214 0.699 -0.509
C 1.377 -1.764 -0.347
O -0.568 -0.370 -0.244
O 1.505 0.223 -0.815
C -0.083 -1.703 -0.653
H 1.644 -1.786 0.711
H 2.031 -2.222 -1.090
H -0.680 -2.400 -0.057
H -0.283 -1.772 -1.727
Bi -1.543 0.858 1.288
```

Properties
**Highest occupied orbital energy (alpha / beta)**: -23.14 / -27.91 eV
**Multiplicity**: 2
**Charge**: +3
**Energy above the lowest of the compared OMol25 structures with the same formula, charge and spin**: 2.221 eV

=====

[6]
This record from OMol25 describes C3H5Br as an isolated structure in a non-equilibrium geometry. The level of theory is wB97M-V/def2-TZVPD.

Geometry as XYZ:
```
9
Properties=species:S:1:pos:R:3
C -0.930 -0.645 0.991
C -0.814 -0.187 -0.244
C 0.903 0.591 -0.821
Br 2.118 0.012 0.567
H -1.691 -1.116 1.412
H -0.122 -0.343 1.619
H -1.431 -0.386 -1.033
H 0.718 1.753 -0.636
H 1.249 0.322 -1.856
```

Properties
**Highest occupied orbital energy**: -9.77 eV
**Charge**: 0
**Energy above the lowest of the compared OMol25 structures with the same formula, charge and spin**: 2.068 eV

=====

[7]
This record from OMol25 describes a 2-piece molecular cluster, C3H5Br2O2Si overall in a non-equilibrium geometry. The level of theory is wB97M-V/def2-TZVPD.

Geometry as XYZ:
```
13
Properties=species:S:1:pos:R:3
C 1.640 -0.162 -1.750
C -1.948 0.056 0.012
C -0.820 0.058 1.043
O 1.595 0.846 -2.402
O 1.692 -1.376 -2.046
Si 1.595 0.150 0.223
Br 2.321 1.976 1.231
Br 2.702 -1.635 1.401
H -2.174 1.067 -0.361
H -1.868 -0.557 -0.862
H -2.934 -0.336 0.371
H -0.779 -0.892 1.359
H -1.021 0.805 1.780
```

Properties
**Highest occupied orbital energy**: -4.34 eV
**Charge**: -1
**Energy above the lowest of the compared OMol25 structures with the same formula, charge and spin**: 1.351 eV

=====

[8]
This record from OMol25 describes one molecule with the formula C3H5Br2P in a non-equilibrium geometry. The level of theory is wB97M-V/def2-TZVPD.

Geometry as XYZ:
```
11
Properties=species:S:1:pos:R:3
C -1.103 0.511 -0.922
C 0.166 0.209 -0.253
C 0.162 -0.692 0.904
P 1.557 1.022 -0.893
Br 3.219 0.102 0.234
Br -2.513 0.905 0.353
H -0.830 1.374 -1.546
H -1.413 -0.280 -1.538
H 0.212 -1.855 0.569
H -0.607 -0.667 1.592
H 1.150 -0.628 1.502
```

Properties
**Highest occupied orbital energy**: -9.03 eV
**SMILES**: C/C(CBr)=P\Br
**Charge**: 0
**Energy above the lowest of the compared OMol25 structures with the same formula, charge and spin**: 0.810 eV

=====

[9]
This record from OMol25 describes C3H5Br6NO2 as an isolated structure in a non-equilibrium geometry. The level of theory is wB97M-V/def2-TZVPD.

Geometry as XYZ:
```
17
Properties=species:S:1:pos:R:3
C -3.184 2.708 -1.608
N -3.081 1.417 -0.890
O -3.066 0.405 -1.547
O -3.133 1.456 0.316
H -4.214 2.878 -1.912
H -2.637 2.607 -2.546
H -2.773 3.502 -0.999
C 3.686 -2.289 3.049
Br 1.968 -1.710 2.215
Br 3.220 -3.490 4.545
Br 4.695 -0.793 3.720
H 4.205 -2.897 2.324
C 0.858 -0.864 -1.222
Br 0.589 0.908 -0.448
Br 2.495 -0.755 -2.312
Br -0.715 -1.450 -2.184
H 1.086 -1.634 -0.501
```

Properties
**Highest occupied orbital energy**: -10.13 eV
**Charge**: 0
**Energy above the lowest of the compared OMol25 structures with the same formula, charge and spin**: 0.030 eV

=====

[10]
This record from OMol25 describes a 2-piece molecular cluster, C3H5BrFNO2 overall in a non-equilibrium geometry. The level of theory is wB97M-V/def2-TZVPD.

Geometry as XYZ:
```
13
Properties=species:S:1:pos:R:3
C -0.073 -2.033 1.538
C -0.323 -1.083 0.468
C 0.248 0.144 0.466
N 0.026 1.102 -0.606
O -0.705 0.855 -1.561
O 0.557 2.175 -0.397
F 1.009 0.600 1.450
Br 0.053 2.995 -3.755
H -1.048 -2.458 1.996
H 0.469 -2.868 1.000
H 0.483 -1.506 2.364
H 0.168 3.534 -2.558
H -0.863 -1.456 -0.406
```

Properties
**Highest occupied orbital energy**: -10.25 eV
**SMILES**: C/C=C(\F)[N+](=O)[O-].Br
**Charge**: 0
**Energy above the lowest of the compared OMol25 structures with the same formula, charge and spin**: 0.267 eV